(1)
10 unconnected molecules or ions with the total composition H20O10 at a distorted geometry, computed with the ωB97M-V functional and the def2-TZVPD basis.

Element x y z (Å)
O 30.07 15.25 8.96
H 30.12 15.16 8.01
H 30.22 14.40 9.44
O 27.88 17.50 7.48
H 27.39 16.72 7.85
H 28.14 17.26 6.61
O 25.48 12.35 8.21
H 25.24 12.76 9.07
H 24.65 12.28 7.71
O 25.42 13.34 10.72
H 25.36 14.20 11.12
H 25.93 12.69 11.25
O 27.48 15.29 9.79
H 28.38 15.21 9.47
H 27.20 14.35 9.82
O 27.04 17.98 10.09
H 27.51 18.10 9.24
H 27.00 17.01 10.16
O 27.71 14.74 12.49
H 27.43 14.83 11.58
H 26.95 14.36 12.95
O 24.86 15.81 8.49
H 25.62 15.34 8.19
H 24.63 16.46 7.84
O 27.93 12.27 11.64
H 28.00 11.50 12.15
H 28.17 13.06 12.10
O 28.05 12.48 8.84
H 27.14 12.30 8.94
H 28.41 12.37 9.75

- ΔE to the lowest compared entry with this formula, charge and spin: 259.3 kJ/mol
- SMILES: O.O.O.O.O.O.O.O.O.O
- HOMO level: -9.965 eV

***

(2)
A molecular structure, H22HfO12 at a distorted geometry, computed with the ωB97M-V functional and the def2-TZVPD basis.

Element x y z (Å)
Hf 2.14 -0.21 0.10
O 0.27 -0.20 0.47
H -0.41 0.27 -0.05
O 2.12 1.49 -0.81
H 2.55 2.15 -1.36
O -0.34 2.56 -1.49
H -0.52 2.78 -2.44
H 0.64 2.46 -1.45
O -2.31 -0.08 -1.64
H -2.26 0.57 -2.33
H -3.27 -0.06 -1.36
O 2.15 -1.96 1.40
H 2.21 -2.86 1.07
H 2.20 -2.04 2.36
O 2.43 0.76 1.97
H 1.87 1.44 2.35
H 2.93 0.39 2.74
O -0.77 -0.35 3.12
H -1.34 -1.08 3.04
H -0.46 -0.15 2.21
O -1.73 1.93 1.12
H -1.69 2.19 0.18
H -0.86 2.23 1.42
O -3.33 -0.51 1.32
H -3.06 0.42 1.29
H -2.78 -0.95 0.69
O -1.25 -2.27 0.38
H -0.70 -1.46 0.54
H -1.06 -2.54 -0.52
O 0.57 0.26 -3.27
H 0.30 0.80 -2.54
H -0.22 -0.31 -3.48
O 1.98 -1.62 -1.42
H 2.75 -1.74 -2.01
H 1.29 -2.30 -1.60

- Charge: +2
- ΔE to the lowest compared entry with this formula, charge and spin: 220.3 kJ/mol
- HOMO level: -15.479 eV

***

(3)
A molecular structure, H22Na3O15S at a distorted geometry, computed with the ωB97M-V functional and the def2-TZVPD basis.

Element x y z (Å)
Na -3.88 2.39 2.68
Na 6.25 -1.38 1.88
Na 4.79 1.57 -3.49
S 0.59 0.75 -0.10
O 0.58 1.45 -1.39
O 0.13 1.66 0.95
O -0.32 -0.40 -0.12
O 1.92 0.27 0.19
O 0.81 -4.22 -2.36
H 0.31 -3.52 -1.95
H 0.90 -3.96 -3.28
O 5.08 -4.85 -0.05
H 4.30 -4.71 -0.59
H 4.89 -5.64 0.45
O 0.39 -4.83 2.23
H 0.42 -4.09 1.62
H 1.15 -4.71 2.80
O -2.59 -1.26 4.04
H -2.12 -1.76 3.38
H -3.37 -1.79 4.23
O -4.44 -4.65 -0.09
H -4.12 -3.74 -0.16
H -5.31 -4.57 0.29
O 4.11 1.27 4.42
H 3.70 1.16 3.57
H 3.76 0.56 4.95
O -0.20 3.69 5.47
H 0.14 3.39 4.63
H 0.23 4.54 5.61
O -0.38 6.25 -0.29
H 0.35 6.67 0.17
H -0.13 5.33 -0.34
O -4.16 -0.75 -2.97
H -3.50 -0.55 -2.30
H -4.97 -0.87 -2.47
O -1.24 0.75 -5.89
H -1.95 0.31 -5.42
H -0.66 1.06 -5.20
O -0.39 6.46 -5.41
H -0.47 5.61 -4.96
H -0.60 7.10 -4.73

- Charge: +1
- ΔE to the lowest compared entry with this formula, charge and spin: 952.0 kJ/mol
- HOMO level: -7.386 eV

***

(4)
11 unconnected molecules or ions with the total composition H22O11 at a distorted geometry, computed with the ωB97M-V functional and the def2-TZVPD basis.

Element x y z (Å)
H -0.49 -0.23 0.19
H 0.61 -0.10 -0.73
H 2.45 -2.93 1.86
H 1.56 -2.35 2.92
H -2.94 3.31 -3.01
H -1.75 2.75 -2.28
H -1.96 -1.94 -0.93
H -2.61 -1.45 -2.17
H -0.19 1.66 2.37
H 1.00 1.20 1.61
H -3.97 -1.05 2.05
H -2.41 -0.66 2.11
H 3.57 0.08 -1.59
H 3.22 -0.56 -0.33
H 0.48 3.92 1.05
H 1.97 3.45 0.84
H 1.59 1.90 -1.79
H 2.46 1.03 -0.74
H 2.52 -2.82 -0.77
H 1.83 -4.03 -1.27
H -3.43 -0.39 -0.16
H -3.25 -1.59 0.66
O -0.11 0.40 -0.48
O 2.05 -2.02 2.18
O -2.74 2.65 -2.36
O -1.82 -1.91 -1.96
O 0.07 1.60 1.47
O -3.05 -1.27 2.48
O 3.91 0.06 -0.70
O 1.32 3.85 1.54
O 1.80 1.73 -0.82
O 2.31 -3.30 -1.60
O -3.98 -0.99 0.36

- ΔE to the lowest compared entry with this formula, charge and spin: 534.8 kJ/mol
- SMILES: O.O.O.O.O.O.O.O.O.O.O
- HOMO level: -9.703 eV

***

(5)
A molecular structure, H22O11 at a distorted geometry, computed with the ωB97M-V functional and the def2-TZVPD basis.

Element x y z (Å)
H -1.83 -0.95 -0.43
H -0.69 -0.33 0.14
H -0.49 2.95 -1.25
H 0.86 2.37 -1.79
H -1.10 -1.75 -2.47
H -0.40 -0.51 -2.11
H -3.13 3.78 1.05
H -3.22 2.25 0.95
H -4.54 -2.47 -0.12
H -4.18 -2.90 -1.51
H -1.61 3.79 2.15
H -0.80 2.61 1.88
H 0.49 -2.06 -0.54
H 1.57 -3.25 -0.32
H 3.27 -1.35 1.46
H 4.37 -1.98 2.15
H -0.03 -2.28 2.59
H 0.24 -0.94 3.28
H 2.37 0.47 0.29
H 2.46 1.64 -0.63
H 2.27 0.06 -2.11
H 3.46 0.97 -2.41
O -1.17 -0.31 -0.63
O 0.00 2.82 -2.00
O -0.42 -1.37 -1.84
O -2.63 3.02 0.90
O -4.77 -3.15 -0.77
O -1.03 3.46 1.48
O 0.69 -2.95 -0.10
O 4.23 -1.31 1.54
O -0.13 -1.84 3.41
O 2.73 1.37 0.23
O 3.16 0.12 -2.46

- ΔE to the lowest compared entry with this formula, charge and spin: 1031.0 kJ/mol
- HOMO level: -8.386 eV

***

(6)
11 unconnected molecules or ions with the total composition H22O11 at a distorted geometry, computed with the ωB97M-V functional and the def2-TZVPD basis.

Element x y z (Å)
H -0.11 -0.71 0.14
H -1.34 -0.55 1.02
H 3.04 0.59 -0.93
H 1.73 0.93 -0.24
H -2.77 -4.02 -1.54
H -1.32 -4.36 -1.20
H 3.47 -2.02 1.23
H 4.05 -1.18 2.36
H 2.13 2.39 -2.05
H 0.96 3.27 -1.65
H 4.18 -1.92 -1.36
H 2.86 -1.94 -0.60
H -4.68 -1.50 -0.43
H -5.18 -1.58 -1.87
H -5.55 2.34 3.06
H -4.68 1.80 1.94
H 0.16 0.46 -1.00
H -1.33 0.74 -0.87
H 2.08 -0.78 2.09
H 2.27 0.70 2.40
H 0.11 4.96 -0.44
H 0.26 3.59 0.21
O -0.79 -1.22 0.59
O 2.37 0.22 -0.34
O -2.12 -3.98 -0.82
O 3.64 -2.04 2.18
O 1.92 3.27 -1.71
O 3.23 -2.06 -1.48
O -4.92 -2.13 -1.12
O -5.60 1.88 2.22
O -0.58 0.90 -1.44
O 2.76 -0.09 2.13
O -0.27 4.07 -0.44

- ΔE to the lowest compared entry with this formula, charge and spin: 390.1 kJ/mol
- SMILES: O.O.O.O.O.O.O.O.O.O.O
- HOMO level: -10.663 eV

***

(7)
11 unconnected molecules or ions with the total composition H22O11 at a distorted geometry, computed with the ωB97M-V functional and the def2-TZVPD basis.

Element x y z (Å)
H 0.54 0.92 0.57
H -0.16 -0.40 0.28
H -1.90 0.93 -0.70
H -0.76 1.89 -0.40
H -2.14 -3.80 0.40
H -1.36 -2.78 1.21
H 3.65 -1.93 -0.54
H 4.90 -1.48 -1.28
H 0.25 2.82 0.99
H 0.59 2.75 2.47
H -3.78 0.20 1.71
H -2.75 -0.88 2.01
H 1.23 3.03 -0.42
H 2.59 3.21 0.24
H 2.47 1.39 4.41
H 3.59 0.59 3.76
H 1.29 -0.66 -3.71
H 2.55 -0.10 -3.07
H -1.31 -0.74 -2.81
H -0.72 -0.40 -4.16
H -4.89 -2.67 -0.56
H -4.10 -1.65 0.24
O 0.66 -0.04 0.64
O -1.27 1.52 -1.13
O -2.25 -3.11 1.06
O 3.95 -1.61 -1.40
O 0.84 3.19 1.65
O -3.45 -0.64 1.39
O 2.13 2.69 -0.43
O 3.43 1.36 4.31
O 1.60 0.06 -3.15
O -1.22 -1.08 -3.70
O -4.20 -2.60 0.12

- ΔE to the lowest compared entry with this formula, charge and spin: 378.7 kJ/mol
- SMILES: O.O.O.O.O.O.O.O.O.O.O
- HOMO level: -10.229 eV

***

(8)
11 unconnected molecules or ions with the total composition H22O11 at a distorted geometry, computed with the ωB97M-V functional and the def2-TZVPD basis.

Element x y z (Å)
O -10.56 -2.87 29.03
H -11.15 -2.53 29.70
H -10.25 -2.09 28.57
O -10.44 -8.14 25.95
H -10.55 -8.50 25.07
H -9.91 -7.35 25.83
O -13.23 -1.66 28.18
H -12.67 -1.60 28.95
H -13.39 -2.60 28.07
O -11.19 -4.76 23.47
H -11.21 -5.66 23.13
H -11.10 -4.87 24.42
O -13.53 -4.63 27.63
H -14.37 -4.84 28.05
H -13.04 -5.45 27.64
O -12.57 -6.99 26.56
H -12.21 -6.35 25.95
H -11.89 -7.66 26.65
O -8.37 -3.02 25.57
H -7.74 -2.78 26.25
H -8.37 -2.27 24.97
O -12.73 -2.96 24.58
H -12.19 -3.63 24.16
H -12.14 -2.24 24.75
O -9.71 -1.71 23.59
H -10.25 -1.03 23.20
H -10.27 -2.49 23.58
O -10.73 -4.66 26.16
H -9.95 -4.11 26.05
H -11.23 -4.23 26.86
O -7.44 -6.61 25.62
H -7.42 -5.69 25.87
H -6.59 -6.77 25.22

- ΔE to the lowest compared entry with this formula, charge and spin: 141.1 kJ/mol
- SMILES: O.O.O.O.O.O.O.O.O.O.O
- HOMO level: -10.533 eV